(1)
# C12H36LiO6S5

A structure of composition C12H36LiO6S5 at a distorted geometry (the ωB97M-V functional and the def2-TZVPD basis, the Open Molecules 2025 dataset).

Geometry as XYZ:
```
60
Properties=species:S:1:pos:R:3:forces:R:3:lowdin_charge:R:1
Li 0.010 0.004 -0.051 0.0865 0.2137 0.2200 0.53
C -2.968 -4.641 -0.573 8.0350 -5.9255 6.6669 -0.09
C -1.710 -3.916 -0.744 4.6133 -1.9849 0.9949 -0.27
O -1.456 -3.015 0.399 0.0822 0.2748 -1.6511 -0.14
H -3.295 -5.205 0.450 1.8954 1.3942 -1.8264 0.17
H -3.090 -5.336 -1.231 -0.3469 -4.3285 -4.3124 0.03
H -3.634 -4.100 -0.649 -12.0957 9.7614 -1.5668 -0.06
H -1.409 -3.558 -1.883 -1.3413 -0.4861 3.1116 0.14
H -1.008 -4.860 -0.534 -0.2114 2.1532 -0.8493 0.13
H -0.919 -2.210 0.125 -1.2192 -1.8626 0.0426 0.02
C 3.458 -0.122 2.311 -1.6573 -0.0917 3.5961 -0.31
S 3.446 -0.236 0.580 -1.2780 -0.6998 -0.2014 0.85
O 2.004 0.110 0.275 0.8110 0.3152 -0.5661 -0.61
C 4.503 1.169 0.348 -2.4633 2.5267 -0.0977 -0.26
H 2.803 -0.971 2.740 1.1738 1.1289 -0.8276 0.08
H 3.059 0.847 2.863 0.6027 -1.5274 -1.9069 0.11
H 4.458 -0.228 2.692 0.5505 -0.3710 0.1440 0.05
H 4.315 1.653 -0.645 0.9082 -1.1091 0.3401 0.07
H 5.531 0.919 0.649 -0.4605 0.5065 -0.1880 0.08
H 3.878 1.925 0.963 1.8460 -0.7632 -0.2423 0.08
C -2.853 2.159 -0.607 0.6678 2.2829 2.0987 -0.31
S -2.867 0.419 -0.758 -4.1332 -0.3802 -0.5829 0.88
O -4.407 0.223 -0.802 2.0766 -0.6109 0.4004 -0.53
C -2.400 0.308 -2.432 1.3058 4.6337 -2.5207 -0.31
H -2.271 2.759 -1.279 0.1515 -0.3348 -0.6543 0.00
H -2.411 2.347 0.412 -0.6571 -0.2660 -0.9950 0.01
H -3.815 2.661 -0.584 -0.5920 -0.8563 -0.1317 0.08
H -1.334 0.649 -2.591 -1.1798 -0.2442 0.6653 0.01
H -2.955 1.031 -3.149 0.2338 -1.2674 1.4554 0.12
H -2.440 -0.642 -2.793 -0.6528 -2.7431 -0.7481 -0.01
C 1.491 3.789 -1.033 -1.4454 3.7479 1.0096 -0.24
S -0.173 3.324 -0.640 -0.3505 -3.4675 -0.7824 0.88
O -0.193 1.762 -0.793 0.5800 2.5331 -0.0397 -0.65
C -0.289 3.626 1.119 -0.3873 2.9816 1.1169 -0.28
H 1.417 5.008 -0.985 0.9968 -2.9715 0.7510 0.14
H 1.875 3.625 -1.986 -0.4712 -0.5858 -2.1919 0.03
H 2.039 3.118 -0.441 1.4749 0.1166 1.6562 0.01
H 0.529 3.198 1.836 -1.5134 0.6282 -1.7161 0.08
H -1.431 3.303 1.411 3.2366 1.1240 -0.5939 0.09
H -0.169 4.898 1.070 -0.5936 -3.5398 0.6989 0.14
C 1.294 -2.645 -2.549 4.8002 0.8067 -0.6106 -0.27
S 0.019 -1.485 -2.788 -0.3946 1.2850 3.8061 1.00
O -0.554 -1.349 -1.296 1.6642 0.4029 -3.2946 -0.68
C 1.132 -0.061 -3.105 -5.0730 -0.4031 0.1069 -0.17
H 2.154 -2.314 -1.792 -2.5878 -0.8421 -0.7546 0.12
H 2.007 -2.784 -3.427 -1.3420 0.5642 0.2401 0.09
H 0.868 -3.597 -2.490 -0.5718 -1.4698 1.0856 0.02
H 1.581 -0.520 -3.849 2.4033 -1.4353 -4.4573 -0.01
H 1.837 0.056 -2.413 2.2423 0.8949 3.4578 0.00
H 0.508 0.754 -3.416 0.2207 0.5710 0.0745 0.06
C -0.344 1.096 3.508 -0.7081 5.0408 -4.0345 -0.31
S -1.505 0.013 2.961 0.5409 -3.5791 -3.0059 0.95
O -1.178 -0.129 1.456 -0.4468 0.4519 1.8150 -0.67
C -0.658 -1.482 3.669 -4.6208 0.9157 3.1438 -0.18
H 0.638 0.814 3.208 0.6986 0.2142 -0.6198 0.04
H -0.428 1.080 4.477 -0.1478 0.1138 5.7425 -0.01
H -0.768 2.237 3.189 1.6674 -3.2521 0.7618 0.12
H 0.374 -1.480 3.648 2.0268 0.2504 -0.0022 0.02
H -1.108 -2.313 3.233 -0.3719 -1.3716 -1.7795 0.02
H -1.183 -1.673 4.716 1.7216 0.9362 -1.4511 0.12
```
Forces are in eV/Å.

## Properties
Strongest force on any atom (eV/Å): 15.6
ΔE to the lowest compared entry with this formula, charge and spin (eV): 4.949
Kohn-Sham gap (eV): 7.85
Multiplicity: 1
LUMO level (Eh): -0.0886
Net charge: +1
Energy (eV): -79677.8127



(2)
# C12H36N12O24

A cluster of 12 separate species, C12H36N12O24 in total at a distorted geometry (the ωB97M-V functional and the def2-TZVPD basis, the Open Molecules 2025 dataset).

Geometry as XYZ:
```
84
Properties=species:S:1:pos:R:3:forces:R:3:lowdin_charge:R:1
C -3.935 -4.390 1.508 -0.5593 0.1147 -0.3704 0.04
N -3.685 -3.105 2.157 -0.5508 4.4772 0.1209 -0.38
O -3.716 -3.029 3.372 0.2951 -0.7768 -0.8273 0.09
O -3.565 -2.041 1.449 0.0058 -3.3040 1.0490 0.01
H -2.973 -4.680 1.087 -0.2356 -0.5085 0.1881 0.10
H -4.674 -4.213 0.726 0.3212 0.1699 -0.1596 0.10
H -4.436 -5.027 2.237 0.7834 -0.2090 0.0158 0.11
C 1.660 2.265 -3.829 -1.2710 1.1926 0.2539 0.03
N 1.193 2.796 -5.172 0.1176 -0.6689 0.3098 -0.41
O 0.920 1.919 -6.003 0.1471 1.8538 0.6049 0.04
O 1.165 4.020 -5.293 -0.1068 -1.7568 -0.5598 0.06
H 1.042 1.425 -3.512 0.7441 -0.6010 -0.7103 0.06
H 1.294 3.001 -3.113 0.6329 0.3943 -0.0265 0.07
H 2.747 2.197 -3.871 -0.3546 -0.4076 0.1491 0.10
C 2.950 0.222 0.636 0.0942 -0.0176 -0.0159 0.06
N 3.330 1.048 -0.600 -1.8278 -2.3846 0.0088 -0.39
O 2.834 0.665 -1.673 1.0853 0.8700 1.4776 0.04
O 4.003 2.010 -0.399 0.6604 0.8842 -0.4584 0.08
H 1.934 0.507 0.910 0.2566 0.1902 -0.1121 0.06
H 3.629 0.440 1.460 -0.0393 0.3182 -0.3428 0.09
H 2.967 -0.853 0.454 0.0225 0.2241 -0.5452 0.10
C 3.144 5.131 -1.544 0.2466 1.2818 -0.0220 0.04
N 1.727 4.937 -1.137 -0.5070 -1.2823 0.6202 -0.41
O 1.582 4.064 -0.266 -0.2642 1.1505 -0.8434 0.01
O 0.822 5.575 -1.658 1.2082 -0.5647 0.6376 0.08
H 3.657 5.606 -0.709 -0.2348 -0.0632 0.2232 0.10
H 3.140 5.872 -2.344 0.1103 -0.5341 -0.2658 0.10
H 3.665 4.188 -1.706 -0.5391 0.0116 -0.2999 0.08
C 1.298 -2.153 -3.637 -0.6890 0.2620 0.9185 0.02
N 2.550 -2.561 -4.287 -1.0399 -0.3582 -2.4863 -0.46
O 2.483 -2.777 -5.498 -0.1621 0.2760 0.6000 0.04
O 3.537 -2.727 -3.648 1.2752 0.0179 1.3725 0.09
H 1.498 -1.966 -2.581 -0.0446 -0.0819 -0.2266 0.08
H 0.574 -2.957 -3.763 0.2432 -0.0809 0.0428 0.10
H 0.860 -1.267 -4.097 0.4639 -0.0380 -0.1876 0.10
C -2.813 -0.022 3.927 0.0243 -0.2876 1.4440 0.06
N -2.203 -0.930 5.001 -1.7191 -0.9015 0.5212 -0.45
O -1.048 -1.199 4.900 1.7539 -0.2163 -0.5690 0.06
O -2.882 -1.290 5.966 0.0211 0.7934 -1.3418 0.04
H -3.790 -0.375 3.598 0.2090 -0.0698 0.4368 0.08
H -2.138 0.082 3.077 0.0902 -0.0127 0.5442 0.07
H -2.866 0.827 4.609 -0.3504 0.7596 -0.9573 0.10
C -0.339 4.128 2.252 -2.8994 -0.3849 -0.2361 0.04
N -0.347 3.749 3.668 3.0233 1.0697 0.6504 -0.47
O 0.681 4.034 4.261 0.0553 -0.2199 0.5672 0.05
O -1.299 3.226 4.171 -0.9633 -0.6087 -0.0122 0.07
H -1.395 4.399 2.255 -0.1339 0.3723 -1.1806 0.10
H -0.297 3.182 1.712 0.5387 0.3683 -0.3651 0.09
H 0.260 4.979 1.930 0.4152 -0.7022 0.5145 0.10
C 1.232 -4.178 2.688 1.1793 1.4410 0.9752 0.05
N 1.141 -4.021 1.210 0.4627 -0.3182 1.6564 -0.47
O 0.715 -2.995 0.764 -0.7722 1.2450 -0.5127 0.06
O 1.603 -4.919 0.576 0.3436 -1.3988 -1.2693 0.09
H 1.270 -3.175 3.111 -1.1744 0.1014 0.0063 0.08
H 2.271 -4.411 2.925 -0.1406 -1.0794 -0.3680 0.10
H 0.506 -4.854 3.141 0.1151 0.1395 -0.4228 0.10
C 3.051 0.753 5.313 1.3713 -0.8119 0.2744 0.06
N 2.703 -0.300 4.311 -1.5648 -0.1345 -0.4654 -0.41
O 1.781 -0.033 3.530 1.3480 -0.4597 0.5314 0.02
O 3.227 -1.403 4.435 -0.3805 1.1429 -0.4509 0.06
H 3.986 0.356 5.710 -0.2547 0.1251 0.5482 0.09
H 2.237 0.723 6.038 0.1662 0.3171 -0.0965 0.11
H 3.307 1.734 4.914 -0.8161 -0.1869 -0.4282 0.10
C -0.766 -0.024 0.455 -0.2097 -0.5075 1.4320 0.05
N -0.224 0.553 -0.807 -1.5681 -2.0049 -0.0300 -0.43
O 0.001 -0.184 -1.733 0.2892 -1.0373 -0.3127 0.03
O -0.117 1.722 -0.877 0.4744 3.2338 0.4935 0.09
H 0.077 -0.256 1.106 0.0360 -0.2238 -0.1874 0.08
H -1.389 -0.912 0.352 0.5181 -0.0921 -0.7901 0.07
H -1.391 0.660 1.029 0.2631 0.6689 -0.6409 0.09
C -2.798 0.888 -4.080 0.4822 -0.2621 -0.8576 0.04
N -2.397 2.231 -4.639 -1.8409 0.5517 0.8221 -0.43
O -2.605 2.458 -5.818 0.6129 -0.4064 0.4584 0.07
O -2.125 3.070 -3.800 0.7366 0.0363 -0.2206 0.05
H -3.596 0.981 -3.343 -0.0203 0.4507 -0.3545 0.10
H -1.957 0.441 -3.551 0.1084 0.0506 -0.3397 0.07
H -3.102 0.361 -4.985 0.0103 -0.4485 0.4954 0.10
C -3.360 -4.042 -2.136 0.0476 -0.0304 -0.1376 0.05
N -2.635 -2.724 -2.177 1.2530 0.7365 1.8605 -0.37
O -3.310 -1.793 -2.602 1.0796 -0.6474 0.1143 0.06
O -1.491 -2.620 -1.656 -2.8479 -0.5833 -1.6085 0.03
H -2.973 -4.694 -2.920 -0.0931 0.2697 -0.1337 0.10
H -4.403 -3.760 -2.277 0.1803 -0.3627 -0.1396 0.10
H -3.214 -4.569 -1.193 0.2527 0.4745 -0.0502 0.07
```
Forces are in eV/Å.

## Properties
SMILES: C[N+](=O)[O-].C[N+](=O)[O-].C[N+](=O)[O-].C[N+](=O)[O-].C[N+](=O)[O-].C[N+](=O)[O-].C[N+](=O)[O-].C[N+](=O)[O-].C[N+](=O)[O-].C[N+](=O)[O-].C[N+](=O)[O-].C[N+](=O)[O-]
Strongest force on any atom (eV/Å): 4.5
ΔE to the lowest compared entry with this formula, charge and spin (eV): 2.988
Kohn-Sham gap (eV): 9.35
Multiplicity: 1
LUMO level (Eh): -0.0428
Net charge: 0
Energy (eV): -80013.1288



(3)
# C12H36O10PRb4

A structure of composition C12H36O10PRb4 at a distorted geometry (the ωB97M-V functional and the def2-TZVPD basis, the Open Molecules 2025 dataset).

Geometry as XYZ:
```
63
Properties=species:S:1:pos:R:3:forces:R:3:lowdin_charge:R:1
Rb -2.128 15.123 2.855 0.6362 0.1143 0.0355 0.94
Rb 3.249 16.098 -2.064 0.3995 0.2036 -0.5236 1.05
Rb -1.740 17.362 -0.172 0.3948 0.5160 -0.6210 0.98
Rb 0.809 12.389 1.049 0.4120 0.1804 -0.3121 1.00
P 0.929 15.664 -0.039 -1.6909 0.4571 -1.9110 -0.02
O 0.488 16.254 -1.425 -0.1705 0.2324 2.2189 -0.55
O 1.688 16.821 0.745 -2.4059 -1.5995 -0.7828 -0.39
O 1.855 14.504 -0.381 0.5811 -0.2595 1.3480 -0.58
O -0.392 15.123 0.677 1.2253 0.6409 0.5866 -0.75
C 2.469 14.683 4.532 1.0963 -0.4505 -2.0052 -0.02
C 3.178 14.947 3.112 -1.4182 3.9686 3.1868 -0.34
O 3.075 13.959 2.214 0.1498 -3.4272 -1.5909 -0.12
H 2.398 15.509 5.240 0.3383 0.2153 -0.4627 0.05
H 3.062 13.886 4.982 -0.3607 -0.2070 0.3020 0.07
H 1.449 14.365 4.314 -0.0813 -0.2591 0.1201 0.05
H 4.185 15.346 3.239 0.3461 -0.3696 0.2627 0.12
H 2.640 15.707 2.545 0.0030 1.1434 1.4824 0.07
H 3.004 14.509 1.431 -0.0698 -0.9935 -1.2406 0.03
C -0.039 17.362 -6.053 -0.1212 -1.0417 0.3401 -0.07
C -0.226 17.234 -4.527 -0.3113 0.9402 0.2088 -0.32
O 0.716 16.397 -3.896 1.1556 0.1945 -2.3164 -0.14
H -0.622 18.099 -6.606 -0.2846 0.3703 0.7582 0.07
H -0.278 16.441 -6.583 0.5111 -0.2606 0.0764 0.07
H 1.005 17.657 -6.167 0.0770 -0.3140 -0.3026 0.08
H -1.167 16.911 -4.082 -0.8026 -0.0519 -0.9741 0.11
H -0.138 18.274 -4.213 0.3104 0.2918 0.5816 0.10
H 0.601 16.459 -2.945 -0.3874 -0.1832 1.0625 -0.06
C 5.239 13.142 -0.818 1.5362 -0.7304 -0.2150 -0.10
C 4.196 12.034 -0.823 0.4520 2.3714 0.1394 -0.28
O 3.054 12.535 -1.565 0.8356 -2.5771 0.0440 -0.12
H 5.563 13.325 -1.843 -0.2487 0.4431 -0.1377 0.08
H 6.144 12.729 -0.371 0.2182 -0.0756 0.2366 0.08
H 5.084 14.060 -0.251 -0.7062 -0.0056 -0.1355 0.07
H 4.079 11.812 0.238 -1.0927 -0.1616 0.2293 0.10
H 4.703 11.154 -1.218 -0.8051 -0.0374 -0.7572 0.12
H 2.741 13.362 -1.191 -0.2560 0.4946 0.6815 -0.04
C 5.787 18.709 1.403 -1.2789 0.8849 0.8834 -0.06
C 4.385 18.381 0.763 1.8246 -0.3707 0.3339 -0.30
O 4.059 16.996 0.782 2.9126 0.8693 -0.6509 -0.15
H 6.733 18.220 1.173 -0.6102 -0.7061 -0.6503 0.07
H 5.709 18.698 2.490 0.0025 -0.1710 0.1391 0.06
H 5.963 19.755 1.152 0.0464 0.2120 0.0205 0.07
H 4.494 18.874 -0.203 -0.3788 -0.6805 -0.9355 0.09
H 3.562 18.938 1.210 0.3062 0.1193 0.6332 0.09
H 3.102 16.937 0.839 -1.1607 -0.2334 0.0705 -0.08
C 1.556 18.271 5.141 -0.9538 1.5677 1.0510 -0.09
C 1.669 18.259 3.636 -0.6073 -1.5100 0.1012 -0.26
O 0.831 17.163 3.129 0.2472 0.9842 1.7002 -0.14
H 0.613 17.900 5.543 -0.1232 -0.4349 -0.4012 0.07
H 1.498 19.310 5.465 0.2570 0.2948 0.0636 0.07
H 2.351 17.856 5.761 0.1867 -0.3534 -0.6218 0.07
H 2.743 18.158 3.477 0.0743 -0.5556 -0.8379 0.11
H 1.351 19.146 3.089 -0.0806 0.3714 0.5463 0.11
H 1.037 17.103 2.194 0.3670 -0.3416 -1.0953 -0.03
C 0.916 21.401 -0.753 -0.3864 1.1128 -0.2653 -0.08
C 1.852 20.275 -0.508 -0.4947 -0.4103 -0.3486 -0.34
O 1.100 19.102 -0.679 -0.9067 -0.1616 -0.1773 -0.11
H 0.289 21.611 0.113 0.1832 0.1737 0.1518 0.08
H 0.214 21.238 -1.571 0.2780 -0.2924 -0.2366 0.08
H 1.532 22.259 -1.023 -0.3303 0.3985 0.2321 0.08
H 2.230 20.390 0.508 0.4243 -0.2094 -0.0232 0.11
H 2.637 20.300 -1.264 0.4341 0.0451 0.2219 0.12
H 1.525 18.291 -0.389 0.3024 -0.3756 0.4822 0.01
```
Forces are in eV/Å.

## Properties
Strongest force on any atom (eV/Å): 5.3
ΔE to the lowest compared entry with this formula, charge and spin (eV): 2.467
Kohn-Sham gap (eV): 7.16
Multiplicity: 1
LUMO level (Eh): -0.1379
Net charge: +1
Energy (eV): -45412.6802



(4)
# C12H36O6

A cluster of 6 separate species, C12H36O6 in total at a distorted geometry (the ωB97M-V functional and the def2-TZVPD basis, the Open Molecules 2025 dataset).

Geometry as XYZ:
```
54
Properties=species:S:1:pos:R:3:forces:R:3:lowdin_charge:R:1
C -0.291 -3.760 2.657 -0.0267 0.8316 -0.3685 -0.08
C 0.900 -4.066 1.739 -0.6767 -0.3685 1.1617 -0.30
O 0.562 -3.936 0.375 0.5900 0.1120 -0.1867 -0.10
H -1.142 -4.423 2.502 0.2766 -0.4221 0.4496 0.07
H -0.728 -2.776 2.443 0.3575 0.0253 -0.3132 0.06
H 0.082 -3.642 3.679 -0.3612 -0.6444 0.1167 0.07
H 1.264 -5.081 1.940 -0.0946 0.0073 -0.0426 0.11
H 1.706 -3.420 2.102 0.0970 0.2799 -0.9141 0.10
H 0.244 -4.799 0.068 -0.2232 0.2749 0.0011 0.06
C -1.988 2.914 -3.175 -0.4752 -1.0760 0.0097 -0.08
C -2.064 4.301 -2.641 0.4488 1.5953 1.0954 -0.34
O -3.261 4.978 -3.031 -0.1607 -0.5520 -0.3012 -0.08
H -2.050 2.870 -4.262 0.1180 0.1253 -0.0081 0.08
H -2.793 2.281 -2.784 -0.2721 0.3830 -0.1038 0.08
H -1.118 2.349 -2.836 0.3694 0.5030 -0.1288 0.06
H -1.219 4.953 -2.898 0.1755 -0.4146 -0.6259 0.11
H -1.994 4.349 -1.545 -0.2290 -0.6063 0.0680 0.10
H -3.246 5.849 -2.629 0.0103 0.0507 0.0036 0.08
C 0.260 0.772 -0.134 -0.7481 -0.5272 0.5749 -0.08
C 0.372 -0.718 0.213 -0.4686 0.3202 -1.4763 -0.31
O -0.451 -1.410 -0.728 -0.2860 0.1505 -0.2494 -0.11
H -0.730 1.091 0.204 0.0297 0.2089 -0.1061 0.08
H 0.291 0.931 -1.210 0.3424 -0.0134 -0.0060 0.07
H 0.996 1.359 0.407 0.1269 0.0541 -0.1635 0.03
H -0.056 -0.881 1.203 0.6999 -0.1651 0.2948 0.10
H 1.393 -1.058 0.027 0.1192 -0.0599 0.7858 0.11
H -0.246 -2.353 -0.697 0.1567 0.0233 0.4103 0.03
C -1.334 -4.421 -2.527 -0.7514 0.8075 0.1729 -0.08
C -2.061 -5.472 -1.712 -0.0772 -0.2826 -0.4051 -0.29
O -1.341 -5.826 -0.527 -0.0058 0.1286 -0.0488 -0.09
H -0.266 -4.564 -2.663 -0.0116 -0.3083 -0.0823 0.08
H -1.498 -3.430 -2.091 0.2923 -0.1493 0.2797 0.06
H -1.858 -4.306 -3.479 0.3085 -0.3580 -0.1862 0.08
H -2.231 -6.386 -2.290 0.1634 0.0934 -0.1388 0.11
H -3.058 -5.081 -1.479 0.0728 -0.0200 0.2632 0.11
H -1.628 -6.705 -0.271 0.0384 -0.0039 0.1326 0.09
C 0.825 4.609 -0.203 -0.5768 0.2351 0.1429 -0.07
C -0.123 5.278 0.784 -0.2818 -0.1326 -0.1908 -0.32
O -0.431 6.553 0.230 0.2245 0.2709 -0.2439 -0.09
H 0.947 3.547 -0.001 0.0580 0.0068 0.1206 0.05
H 1.794 5.096 -0.272 0.0057 0.0647 0.0821 0.08
H 0.302 4.713 -1.153 0.3284 -0.1430 -0.2284 0.05
H 0.259 5.375 1.804 0.2072 -0.0221 -0.0532 0.11
H -1.046 4.686 0.827 0.0685 -0.0976 0.1343 0.10
H -1.087 7.026 0.747 -0.0139 -0.1633 0.2251 0.08
C 3.674 -0.602 2.400 0.6835 0.0945 0.2105 -0.08
C 2.880 0.683 2.419 -0.6540 -0.2976 -0.1478 -0.34
O 3.388 1.483 3.477 -0.0927 0.0314 0.0661 -0.07
H 3.433 -1.297 1.597 -0.2128 0.2090 -0.1180 0.06
H 3.554 -1.126 3.350 -0.1135 0.0303 -0.0061 0.08
H 4.736 -0.351 2.327 -0.0248 -0.0828 -0.0957 0.08
H 1.820 0.432 2.577 0.0833 0.1348 0.1349 0.10
H 2.910 1.233 1.470 0.3103 -0.1493 0.0164 0.10
H 2.748 2.174 3.671 0.0757 0.0076 -0.0138 0.08
```
Forces are in eV/Å.

## Properties
SMILES: CCO.CCO.CCO.CCO.CCO.CCO
Strongest force on any atom (eV/Å): 2.0
ΔE to the lowest compared entry with this formula, charge and spin (eV): 2.417
Kohn-Sham gap (eV): 10.40
Multiplicity: 1
LUMO level (Eh): 0.0199
Net charge: 0
Energy (eV): -25310.7847